Run w
ORCA calculation (ωB97M-V with the def2-TZVPD basis set) on a single C5H4O3 molecule.

Element x y z (Å)
O: 1.296 1.444 -0.594
H: -0.619 -0.158 2.161
H: -0.120 1.801 -2.422
C: 0.491 -1.560 1.234
O: -0.621 1.305 -1.766
C: -0.610 0.228 0.217
C: 0.183 1.036 -0.733
O: -1.666 -0.251 -0.104
C: 0.104 -0.172 1.409
C: 0.884 -2.637 0.863
H: 1.447 -3.527 0.483
H: 0.919 0.527 1.553

net charge: 0
gap between HOMO and LUMO: 9.54 eV
SMILES: C#CCC(=O)C(=O)O
M: 112.1 g/mol
HOMO: -10.062 eV
multiplicity: 1

Okay, here come the Löwdin numbers, in e, for every atom: number 1, O, carries 0.159; number 2, H, carries 0.118; number 3, H, carries 0.134; number 4, C, carries -0.113; number 5, O, carries 0.145; number 6, C, carries -0.346; number 7, C, carries -0.463; number 8, O, carries 0.178; number 9, C, carries -0.128; number 10, C, carries 0.122; number 11, H, carries 0.062; number 12, H, carries 0.131

=====

Run x
ORCA calculation (ωB97M-V with the def2-TZVPD basis set) on a single C5H4O3 molecule.

Element x y z (Å)
C: 2.253 -0.284 0.161
C: -0.036 -0.271 -0.292
C: -0.644 1.086 -0.210
H: 3.102 -1.080 0.216
C: -1.116 -1.052 -0.101
H: -0.261 2.216 -0.545
H: -0.999 -2.260 -0.266
O: 2.380 0.925 0.169
H: -3.380 -0.841 0.850
O: 1.158 -0.935 -0.105
O: -1.945 0.932 0.074
C: -2.324 -0.381 0.216

net charge: 0
gap between HOMO and LUMO: 9.52 eV
SMILES: O=COc1ccoc1
M: 112.1 g/mol
HOMO: -8.653 eV
multiplicity: 1

Okay, here come the Löwdin numbers, in e, for every atom: number 1, C, carries -0.348; number 2, C, carries -0.246; number 3, C, carries -0.028; number 4, H, carries 0.174; number 5, C, carries -0.094; number 6, H, carries 0.192; number 7, H, carries 0.176; number 8, O, carries 0.073; number 9, H, carries 0.209; number 10, O, carries 0.054; number 11, O, carries -0.071; number 12, C, carries -0.092

=====

Q: What are the energies relative to the best structure? A: run w 0.0; run x 35.3, in kcal/mol.

=====

Run w
ORCA calculation (ωB97M-V with the def2-TZVPD basis set) on a single C2H3NO2 molecule.

Element x y z (Å)
C: 0.473 0.710 0.401
H: 0.699 1.709 0.784
N: 1.021 -0.392 0.675
H: 1.760 -0.299 1.362
O: -1.063 -0.907 -1.947
O: -0.525 0.751 -0.513
C: -1.008 -0.517 -0.827
H: -1.357 -1.054 0.064

net charge: 0
gap between HOMO and LUMO: 11.64 eV
SMILES: [H]/N=C/OC=O
M: 73.1 g/mol
HOMO: -10.798 eV
multiplicity: 1

Okay, here come the Löwdin numbers, in e, for every atom: number 1, C, carries -0.289; number 2, H, carries 0.137; number 3, N, carries 0.127; number 4, H, carries 0.061; number 5, O, carries 0.130; number 6, O, carries 0.008; number 7, C, carries -0.317; number 8, H, carries 0.143

=====

Run x
ORCA calculation (ωB97M-V with the def2-TZVPD basis set) on 2 unconnected molecules or ions with the total composition C2H3NO2.

Element x y z (Å)
N: 1.170 1.913 0.074
C: -0.937 -0.666 -0.203
O: 0.386 -1.165 -0.484
C: 0.224 -0.228 0.563
H: -1.682 -1.422 0.141
H: -1.530 -0.201 -0.953
O: 1.948 1.981 -0.794
H: 0.421 -0.211 1.655

net charge: 0
gap between HOMO and LUMO (alpha / beta): 8.22 / 8.26 eV
M: 73.1 g/mol
HOMO (alpha / beta): -8.099 / -8.521 eV
multiplicity: 1

Okay, here come the Löwdin numbers, in e, for every atom: number 1, N, carries 0.064; number 2, C, carries -0.180; number 3, O, carries -0.054; number 4, C, carries -0.117; number 5, H, carries 0.107; number 6, H, carries 0.083; number 7, O, carries -0.009; number 8, H, carries 0.105

=====

Q: What are the energies relative to the best structure? A: run w 0.0; run x 129.0, in kcal/mol.

=====

Run w
ORCA calculation (ωB97M-V with the def2-TZVPD basis set) on 2 unconnected molecules or ions with the total composition C2H3NO2.

Element x y z (Å)
H: 3.220 0.461 0.099
C: -2.665 0.040 0.045
N: -3.742 -0.311 -0.147
O: 2.328 -0.049 0.041
H: 0.516 -0.090 0.264
C: -1.479 0.127 0.654
O: -0.408 0.007 -0.084
H: 2.231 -0.185 -0.872

net charge: 0
gap between HOMO and LUMO: 8.25 eV
M: 73.1 g/mol
HOMO: -8.904 eV
multiplicity: 1

Okay, here come the Löwdin numbers, in e, for every atom: number 1, H, carries 0.127; number 2, C, carries -0.281; number 3, N, carries 0.187; number 4, O, carries -0.055; number 5, H, carries 0.077; number 6, C, carries -0.100; number 7, O, carries 0.028; number 8, H, carries 0.017

=====

Run x
ORCA calculation (ωB97M-V with the def2-TZVPD basis set) on a single C2H3NO2 molecule.

Element x y z (Å)
C: -0.466 0.484 0.042
H: 1.675 0.740 0.107
O: -2.423 -0.845 -0.242
O: -1.254 -0.645 0.303
N: -0.652 1.687 -0.034
H: 1.098 -0.559 -0.970
C: 0.963 -0.072 -0.008
H: 1.059 -0.791 0.801

net charge: 0
gap between HOMO and LUMO (alpha / beta): 6.26 / 6.12 eV
M: 73.1 g/mol
HOMO (alpha / beta): -9.470 / -9.350 eV
multiplicity: 1

Okay, here come the Löwdin numbers, in e, for every atom: number 1, C, carries -0.510; number 2, H, carries 0.081; number 3, O, carries 0.018; number 4, O, carries -0.062; number 5, N, carries 0.289; number 6, H, carries 0.089; number 7, C, carries 0.006; number 8, H, carries 0.089

=====

Run y
ORCA calculation (ωB97M-V with the def2-TZVPD basis set) on a single C2H3NO2 molecule.

Element x y z (Å)
N: -0.144 0.021 0.525
H: 1.215 0.406 -1.230
O: 0.001 0.116 1.768
H: -0.842 -1.077 -1.174
H: -1.765 -1.362 0.379
C: -0.929 -0.771 -0.163
O: 1.517 1.802 0.174
C: 0.947 0.866 -0.278

net charge: 0
gap between HOMO and LUMO (alpha / beta): 9.17 / 9.17 eV
SMILES: C=[N+]([O-])C=O
M: 73.1 g/mol
HOMO (alpha / beta): -9.384 / -9.382 eV
multiplicity: 1

Okay, here come the Löwdin numbers, in e, for every atom: number 1, N, carries -0.299; number 2, H, carries 0.127; number 3, O, carries -0.051; number 4, H, carries 0.055; number 5, H, carries 0.120; number 6, C, carries 0.054; number 7, O, carries 0.137; number 8, C, carries -0.144

=====

Q: What are the energies relative to the best structure? A: run w 3.6; run x 101.1; run y 0.0, in kcal/mol.

=====

Run w
ORCA calculation (ωB97M-V with the def2-TZVPD basis set) on a single C2H3NO2 molecule.

Element x y z (Å)
O: -0.395 1.693 -0.674
H: -1.191 2.152 -1.246
H: -0.823 -1.468 -0.576
C: 0.798 -0.720 0.872
H: 0.972 -1.479 1.695
N: -0.718 0.292 -0.788
O: 1.727 0.139 0.748
C: -0.369 -0.607 -0.031

net charge: 0
gap between HOMO and LUMO: 9.45 eV
SMILES: O=C/C=N\O
M: 73.1 g/mol
HOMO: -9.841 eV
multiplicity: 1

Okay, here come the Löwdin numbers, in e, for every atom: number 1, O, carries -0.086; number 2, H, carries 0.176; number 3, H, carries 0.125; number 4, C, carries -0.164; number 5, H, carries 0.126; number 6, N, carries -0.019; number 7, O, carries 0.012; number 8, C, carries -0.170

=====

Run x
ORCA calculation (ωB97M-V with the def2-TZVPD basis set) on a single C2H3NO2 molecule.

Element x y z (Å)
C: -1.175 0.007 -0.050
O: -1.640 1.122 -0.101
O: -2.238 -1.038 -0.074
H: 0.504 1.274 0.359
H: -3.087 -0.669 0.295
N: 1.507 -0.678 -0.155
H: 2.464 -0.386 -0.169
C: 0.653 0.175 0.037

net charge: 0
gap between HOMO and LUMO: 10.66 eV
SMILES: [H]/N=C/C(=O)O
M: 73.1 g/mol
HOMO: -10.151 eV
multiplicity: 1

Okay, here come the Löwdin numbers, in e, for every atom: number 1, C, carries -0.287; number 2, O, carries 0.013; number 3, O, carries -0.038; number 4, H, carries 0.128; number 5, H, carries 0.108; number 6, N, carries 0.114; number 7, H, carries 0.063; number 8, C, carries -0.101

=====

Run y
ORCA calculation (ωB97M-V with the def2-TZVPD basis set) on a single C2H3NO2 molecule.

Element x y z (Å)
C: -0.135 -0.290 -0.032
C: 0.663 0.934 0.218
O: 1.875 0.431 0.116
H: 0.492 -1.075 -0.339
H: -1.703 -1.340 -0.223
O: -2.323 0.483 0.277
H: 2.554 1.218 0.047
N: -1.424 -0.361 -0.064

net charge: 0
gap between HOMO and LUMO (alpha / beta): 8.33 / 8.33 eV
M: 73.1 g/mol
HOMO (alpha / beta): -8.963 / -8.964 eV
multiplicity: 1

Okay, here come the Löwdin numbers, in e, for every atom: number 1, C, carries -0.124; number 2, C, carries -0.061; number 3, O, carries -0.057; number 4, H, carries 0.096; number 5, H, carries 0.171; number 6, O, carries -0.053; number 7, H, carries 0.162; number 8, N, carries -0.135

=====

Q: What are the energies relative to the best structure? A: run w 31.8; run x 0.0; run y 63.6, in kcal/mol.